No. 1
Entry from OMol25: C31H28N4O6 in the gas phase (ωB97M-V/def2-TZVPD).

```
69
Properties=species:S:1:pos:R:3
C 2.3473 -1.2727 5.2070
O 1.9729 -0.3505 4.2131
C 1.7576 -0.8088 2.9490
C 1.4109 0.1569 2.0018
C 1.1463 -0.2045 0.7008
C 1.2346 -1.5366 0.3039
C 0.9311 -1.9683 -1.0903
O 1.5925 -2.7948 -1.6836
N -0.1615 -1.3169 -1.5983
C -0.8154 -1.5297 -2.8119
C -0.5031 -2.5958 -3.6525
C -1.2305 -2.8154 -4.8072
C -2.2951 -1.9936 -5.1394
C -2.6037 -0.9217 -4.3233
C -1.8581 -0.6618 -3.1800
C -2.1818 0.5779 -2.4234
O -3.3155 0.9148 -2.1089
N -1.1054 1.3566 -2.1765
C -1.1675 2.6839 -1.5965
C 0.0594 3.5135 -2.0207
C 1.3486 2.7457 -1.8939
C 1.7701 1.9010 -2.9203
C 2.9051 1.1253 -2.7883
C 3.6557 1.1885 -1.6184
O 4.7607 0.4080 -1.5183
C 3.2647 2.0562 -0.6053
C 2.1238 2.8242 -0.7447
C -1.2844 2.5374 -0.0711
O -0.4435 2.8725 0.7316
N -2.4728 1.9844 0.3000
N -2.5306 1.3706 1.5516
C -1.9580 0.1395 1.6764
O -1.7018 -0.5259 0.6871
C -1.7184 -0.3457 3.0549
C -1.3824 0.5101 4.1001
C -1.1064 -0.0067 5.3524
C -1.1654 -1.3731 5.5724
C -1.4787 -2.2308 4.5299
C -1.7455 -1.7204 3.2743
C 1.6190 -2.4880 1.2385
C 1.8683 -2.1377 2.5532
H 2.4587 -0.6914 6.1209
H 3.3001 -1.7563 4.9683
H 1.5770 -2.0360 5.3550
H 1.3422 1.1886 2.3078
H 0.8930 0.5646 -0.0116
H -0.6918 -0.7879 -0.9122
H 0.3099 -3.2497 -3.3848
H -0.9713 -3.6476 -5.4445
H -2.8757 -2.1814 -6.0295
H -3.4198 -0.2577 -4.5670
H -0.1807 1.0182 -2.4094
H -2.0886 3.1645 -1.9522
H -0.0811 3.8235 -3.0581
H 0.0923 4.4023 -1.3901
H 1.2170 1.8634 -3.8500
H 3.2241 0.4625 -3.5762
H 5.1613 0.5155 -0.6474
H 3.8511 2.1204 0.3015
H 1.8202 3.4761 0.0584
H -3.0794 1.5848 -0.4275
H -2.6136 1.9909 2.3451
H -1.2921 1.5737 3.9360
H -0.8368 0.6584 6.1589
H -0.9564 -1.7696 6.5555
H -1.5093 -3.2976 4.6954
H -1.9774 -2.3716 2.4455
H 1.7079 -3.5181 0.9277
H 2.1444 -2.9068 3.2572
```

The gap between HOMO and LUMO comes out at 8.72 eV. The calculation puts the LUMO energy at 0.434 eV. The SMILES is COc1ccc(C(=O)Nc2ccccc2C(=O)N[C@H](Cc2ccc(O)cc2)C(=O)NNC(=O)c2ccccc2)cc1.

Mulliken atomic charges, in units of e: number 1, C, carries -0.979; number 2, O, carries -0.391; number 3, C, carries 0.185; number 4, C, carries -0.141; number 5, C, carries 0.033; number 6, C, carries 0.156; number 7, C, carries 0.158; number 8, O, carries -0.716; number 9, N, carries 0.647; number 10, C, carries 0.612; number 11, C, carries -0.916; number 12, C, carries -0.551; number 13, C, carries -0.742; number 14, C, carries -0.667; number 15, C, carries 0.533; number 16, C, carries 0.362; number 17, O, carries -0.799; number 18, N, carries 0.471; number 19, C, carries -0.215; number 20, C, carries -1.603; number 21, C, carries 0.095; number 22, C, carries -0.077; number 23, C, carries -0.803; number 24, C, carries 0.856; number 25, O, carries -0.582; number 26, C, carries -0.419; number 27, C, carries -0.427; number 28, C, carries 0.308; number 29, O, carries -0.588; number 30, N, carries -0.183; number 31, N, carries -0.260; number 32, C, carries 0.227; number 33, O, carries -0.715; number 34, C, carries 0.985; number 35, C, carries -0.592; number 36, C, carries -0.825; number 37, C, carries -0.541; number 38, C, carries -0.666; number 39, C, carries -0.164; number 40, C, carries -1.191; number 41, C, carries -0.521; number 42, H, carries 0.257; number 43, H, carries 0.396; number 44, H, carries 0.336; number 45, H, carries 0.569; number 46, H, carries 0.945; number 47, H, carries -0.411; number 48, H, carries 0.543; number 49, H, carries 0.424; number 50, H, carries 0.396; number 51, H, carries 0.476; number 52, H, carries -0.174; number 53, H, carries 0.512; number 54, H, carries 0.443; number 55, H, carries 0.442; number 56, H, carries 0.415; number 57, H, carries 0.432; number 58, H, carries 0.301; number 59, H, carries 0.266; number 60, H, carries 0.379; number 61, H, carries 0.395; number 62, H, carries 0.302; number 63, H, carries 0.273; number 64, H, carries 0.403; number 65, H, carries 0.464; number 66, H, carries 0.409; number 67, H, carries 0.450; number 68, H, carries 0.518; number 69, H, carries 0.487



No. 2
Entry from OMol25: a molecular structure, C31H28N6O2P2PdS5SbSe2 (ωB97M-V/def2-TZVPD).

```
78
Properties=species:S:1:pos:R:3
Pd -0.0537 1.3277 -2.8092
Se 1.0950 1.0498 4.0961
P 0.9609 -0.5517 2.7275
C -0.5759 -1.5044 2.8506
C -1.2426 -1.9544 1.7147
C -2.4110 -2.6924 1.8477
C -2.8990 -2.9992 3.1090
C -2.2286 -2.5583 4.2439
C -1.0753 -1.8017 4.1164
C 2.2980 -1.7573 2.9415
C 2.0475 -3.1002 3.1881
C 3.1068 -3.9767 3.3917
C 4.4107 -3.5133 3.3440
C 4.6621 -2.1690 3.0933
C 3.6107 -1.2927 2.8985
C 1.0816 -0.1047 0.9956
C 0.3836 0.7815 0.1806
N 0.9009 0.6102 -1.0550
N 1.8391 -0.3094 -1.0162
N 1.9673 -0.7570 0.2124
P -0.8922 2.0091 0.4026
Se -1.3562 2.8727 -1.5574
C -0.2015 3.2983 1.4511
C 1.1402 3.6255 1.2669
C 1.7076 4.6410 2.0143
C 0.9380 5.3362 2.9383
C -0.4037 5.0285 3.1013
C -0.9801 4.0117 2.3539
C -2.3848 1.3525 1.1741
C -3.4718 1.0295 0.3613
C -4.6214 0.5060 0.9342
C -4.6910 0.3160 2.3059
C -3.6104 0.6427 3.1157
C -2.4537 1.1580 2.5552
H -0.8685 -1.7212 0.7248
H -2.9381 -3.0184 0.9606
H -3.8106 -3.5749 3.2089
H -2.6139 -2.7917 5.2285
H -0.5626 -1.4226 4.9927
H 1.0314 -3.4714 3.2124
H 2.9067 -5.0231 3.5832
H 5.2351 -4.1976 3.5006
H 5.6807 -1.8053 3.0509
H 3.8009 -0.2429 2.7131
H 1.7358 3.0826 0.5425
H 2.7518 4.8890 1.8783
H 1.3863 6.1250 3.5289
H -1.0059 5.5780 3.8130
H -2.0280 3.7749 2.4805
H -3.4239 1.1791 -0.7101
H -5.4584 0.2542 0.2962
H -5.5920 -0.0902 2.7493
H -3.6611 0.4872 4.1856
H -1.6056 1.3940 3.1867
S -4.8760 1.1450 -3.8167
Sb -2.9232 0.1428 -4.3653
S -1.3605 2.0076 -4.5856
S -1.6214 -0.2735 -2.3347
S -3.1617 -1.8330 -5.4487
C 0.5616 -2.9135 -7.5105
C 0.3072 -3.0393 -6.0094
C 0.9109 -1.9154 -5.2384
N 0.2492 -0.9289 -4.7683
N 1.0238 -0.0193 -4.1096
C 2.3034 -0.2928 -4.1222
N 3.2671 0.5182 -3.6538
S 2.6360 -1.7873 -4.9324
H 0.0967 -3.7428 -8.0440
H 1.6292 -2.9144 -7.7419
H 0.1306 -1.9854 -7.8860
H 0.7008 -3.9864 -5.6311
H -0.7639 -3.0046 -5.8023
H 2.9242 1.3740 -3.2082
H 4.1012 0.0867 -3.2984
O 0.5452 4.5215 -3.4799
C 1.5577 3.8805 -3.2888
O 1.6596 2.6126 -3.0543
H 2.5450 4.3887 -3.2848
```

The gap between HOMO and LUMO comes out at 5.81 eV. As for the total charge: -1. The calculation puts the LUMO energy at 1.076 eV.

Mulliken atomic charges, in units of e: number 1, Pd, carries 0.106; number 2, Se, carries -0.284; number 3, P, carries 0.679; number 4, C, carries 0.574; number 5, C, carries -0.226; number 6, C, carries -0.672; number 7, C, carries -0.495; number 8, C, carries -0.742; number 9, C, carries -0.512; number 10, C, carries 0.627; number 11, C, carries -0.350; number 12, C, carries -0.739; number 13, C, carries -0.472; number 14, C, carries -0.671; number 15, C, carries -0.386; number 16, C, carries 0.118; number 17, C, carries -0.141; number 18, N, carries 1.382; number 19, N, carries -1.022; number 20, N, carries -0.569; number 21, P, carries 0.871; number 22, Se, carries -0.206; number 23, C, carries 0.448; number 24, C, carries -0.440; number 25, C, carries -0.688; number 26, C, carries -0.513; number 27, C, carries -0.785; number 28, C, carries -0.256; number 29, C, carries 0.940; number 30, C, carries -1.089; number 31, C, carries -0.882; number 32, C, carries -0.523; number 33, C, carries -1.007; number 34, C, carries 0.086; number 35, H, carries 0.365; number 36, H, carries 0.481; number 37, H, carries 0.383; number 38, H, carries 0.405; number 39, H, carries 0.397; number 40, H, carries 0.347; number 41, H, carries 0.402; number 42, H, carries 0.366; number 43, H, carries 0.383; number 44, H, carries 0.380; number 45, H, carries 0.405; number 46, H, carries 0.407; number 47, H, carries 0.389; number 48, H, carries 0.412; number 49, H, carries 0.460; number 50, H, carries 0.322; number 51, H, carries 0.499; number 52, H, carries 0.394; number 53, H, carries 0.451; number 54, H, carries 0.418; number 55, S, carries -0.676; number 56, Sb, carries 0.745; number 57, S, carries -0.343; number 58, S, carries -0.173; number 59, S, carries -0.606; number 60, C, carries -1.068; number 61, C, carries -0.060; number 62, C, carries 0.055; number 63, N, carries -0.168; number 64, N, carries 0.423; number 65, C, carries 0.248; number 66, N, carries -0.351; number 67, S, carries -0.286; number 68, H, carries 0.336; number 69, H, carries 0.324; number 70, H, carries 0.310; number 71, H, carries 0.300; number 72, H, carries -0.108; number 73, H, carries 0.406; number 74, H, carries 0.228; number 75, O, carries -0.521; number 76, C, carries -0.259; number 77, O, carries -0.331; number 78, H, carries 0.348



No. 3
Entry from OMol25: a molecular structure, C31H28N6O2SbTb at a distorted geometry (ωB97M-V/def2-TZVPD).

```
69
Properties=species:S:1:pos:R:3
Tb -0.1564 0.0277 0.0515
C 0.1980 -2.0789 2.5990
C -0.1024 -0.7757 3.2783
C -0.2729 -0.6361 4.6269
C -0.7167 0.5794 5.1473
C -0.9460 1.6234 4.2532
C -0.7054 1.4362 2.8957
N -0.2760 0.2695 2.4090
Sb -1.2849 3.1581 1.6895
C -2.5571 2.2080 0.2553
C -3.8603 2.6442 0.3165
C -4.7745 2.2559 -0.6364
C -4.2922 1.6240 -1.7484
C -2.9574 1.2222 -1.8199
C -2.4375 0.4264 -2.9680
N -2.1175 1.4472 -0.7811
C 0.2014 3.3436 0.2500
C 0.6017 4.6347 0.0350
C 1.4898 4.8867 -1.0041
C 1.7871 3.8614 -1.8773
C 1.2998 2.5709 -1.6725
C 1.6003 1.3691 -2.5269
N 0.5218 2.3132 -0.6083
H 0.2181 -2.9378 3.2745
H 1.1648 -1.9686 2.1136
H -0.5669 -2.2966 1.8744
H -0.1225 -1.4886 5.3097
H -0.8884 0.7454 6.2236
H -1.4148 2.5299 4.5675
H -4.1541 3.2932 1.1167
H -5.8444 2.4401 -0.5227
H -4.9226 1.5031 -2.6481
H -2.7009 -0.6588 -2.8114
H -1.3499 0.4251 -3.0831
H -2.8485 0.7408 -3.9157
H 0.2817 5.4413 0.7209
H 1.9741 5.8319 -1.1153
H 2.3677 4.1318 -2.7789
H 1.8235 1.6042 -3.5494
H 0.8154 0.6146 -2.4923
H 2.4344 0.8748 -2.0730
O 4.3673 0.4849 -0.8804
C 4.7851 -0.7343 -0.4616
C 6.0694 -0.9379 -0.0128
C 6.4594 -2.2784 0.1826
C 5.5644 -3.3047 0.0315
C 4.2919 -3.0527 -0.3496
C 3.8374 -1.7602 -0.5483
C 2.4207 -1.5667 -0.6713
O 1.8907 -0.5021 -0.1702
N 1.6288 -2.5149 -1.1892
N 0.3367 -2.1747 -0.8594
C -0.5991 -3.0329 -1.1077
C -1.9573 -2.7433 -0.7300
C -2.9969 -3.6174 -1.0359
C -4.2975 -3.1856 -0.6906
C -4.4589 -1.9782 -0.0641
C -3.3206 -1.1799 0.1758
N -2.1102 -1.5076 -0.1535
H 5.0947 1.0978 -1.0910
H 6.7962 -0.1020 0.0789
H 7.4803 -2.4240 0.4952
H 5.8615 -4.3120 0.2184
H 3.5403 -3.8453 -0.4101
H -0.3427 -3.9432 -1.6399
H -2.8306 -4.5573 -1.5299
H -5.1263 -3.8562 -0.8356
H -5.4232 -1.5180 0.2486
H -3.4710 -0.1899 0.6246
```

The gap between HOMO and LUMO (alpha / beta) comes out at 5.44 / 5.61 eV. As for the total charge: +2. As for the spin multiplicity: 7. The calculation puts the LUMO energy (alpha / beta) at -5.611 / -7.991 eV. Its expectation value of S² is 12.68.

Mulliken atomic charges, in units of e: number 1, Tb, carries 0.368; number 2, C, carries -0.911; number 3, C, carries 0.706; number 4, C, carries -0.912; number 5, C, carries -0.414; number 6, C, carries -0.843; number 7, C, carries 0.150; number 8, N, carries 0.149; number 9, Sb, carries 1.004; number 10, C, carries 0.040; number 11, C, carries -0.627; number 12, C, carries -0.839; number 13, C, carries -0.651; number 14, C, carries 0.750; number 15, C, carries -1.095; number 16, N, carries 0.475; number 17, C, carries 0.091; number 18, C, carries -0.870; number 19, C, carries -0.538; number 20, C, carries -0.935; number 21, C, carries 1.075; number 22, C, carries -0.846; number 23, N, carries 0.481; number 24, H, carries 0.478; number 25, H, carries 0.125; number 26, H, carries 0.162; number 27, H, carries 0.448; number 28, H, carries 0.414; number 29, H, carries 0.459; number 30, H, carries 0.482; number 31, H, carries 0.463; number 32, H, carries 0.473; number 33, H, carries 0.124; number 34, H, carries -0.074; number 35, H, carries 0.558; number 36, H, carries 0.412; number 37, H, carries 0.467; number 38, H, carries 0.470; number 39, H, carries 0.616; number 40, H, carries -0.147; number 41, H, carries -0.066; number 42, O, carries -0.407; number 43, C, carries 0.988; number 44, C, carries -0.929; number 45, C, carries -0.343; number 46, C, carries -0.923; number 47, C, carries -0.844; number 48, C, carries 0.548; number 49, C, carries 0.855; number 50, O, carries -0.453; number 51, N, carries -1.504; number 52, N, carries 0.895; number 53, C, carries -0.757; number 54, C, carries 0.843; number 55, C, carries -1.076; number 56, C, carries -0.590; number 57, C, carries -1.015; number 58, C, carries -0.059; number 59, N, carries 0.729; number 60, H, carries 0.329; number 61, H, carries 0.349; number 62, H, carries 0.423; number 63, H, carries 0.445; number 64, H, carries 0.447; number 65, H, carries 0.444; number 66, H, carries 0.553; number 67, H, carries 0.465; number 68, H, carries 0.435; number 69, H, carries 0.478